A gas-phase ion, C3H5N4S3 (charge +1). Source: OMol25; level of theory: ωB97M-V/def2-TZVPD.

Geometry (Å):
C 3.76 -0.59 0.04
C 1.63 0.49 -0.31
C 0.33 -1.24 -0.02
N 2.86 -1.52 -0.03
N 0.42 0.96 -0.31
N -0.34 -0.07 -0.19
N 1.61 -0.91 -0.14
S 3.22 1.05 -0.27
S -2.19 0.11 -0.15
S -4.72 0.57 -0.12
H 4.77 -0.91 0.12
H -0.27 -2.07 0.39
H -4.66 0.76 1.25
H -2.04 1.54 -0.06
H -4.37 1.82 -0.22

E_HOMO, eV: -13.37
Net charge: +1
Kohn-Sham gap, eV: 9.757
Energy above the lowest of the compared OMol25 structures with the same formula, charge and spin, eV: 1.967